{
  "formula": "C3H9BrCl5HfN3O26",
  "method": "ωB97M-V with the def2-TZVPD basis set",
  "orbital_gap_ev": 7.1,
  "homo_energy_ev": -4.9,
  "total_charge": -2,
  "e_lumo_ev": 2.250,
  "elements": ["H", "O", "O", "O", "Cl", "O", "N", "O", "O", "H", "O", "H", "Br", "O", "O", "Cl", "O", "C", "O", "O", "Cl", "O", "Cl", "H", "N", "C", "O", "O", "O", "O", "O", "O", "O", "H", "O", "O", "C", "H", "O", "O", "H", "N", "Hf", "O", "O", "H", "H", "Cl"],
  "positions_angstrom": [[1.52, 4.49, -1.12], [-1.08, 4.42, 0.34], [0.80, 0.42, 1.85], [4.85, -0.52, -1.54], [0.98, 1.06, 3.16], [2.60, -0.92, -0.86], [0.92, -3.43, 1.25], [1.51, 2.11, -0.24], [0.32, -4.44, 0.92], [-4.69, 0.06, -3.42], [1.90, 0.27, 3.97], [1.35, -4.22, 3.12], [0.39, 1.20, -3.21], [-1.93, -1.99, 3.12], [0.80, -2.36, 0.68], [-2.72, -1.50, 1.99], [-2.15, 0.14, -1.72], [2.17, 4.40, -0.25], [-4.11, 0.19, -0.90], [-1.75, -1.15, 0.97], [4.00, -1.19, -0.60], [-0.33, 0.99, 3.80], [-1.97, 3.29, 0.32], [1.60, -2.42, 3.04], [2.39, 2.93, -0.03], [1.72, -3.38, 2.54], [1.03, -3.02, -3.17], [-1.12, -2.39, -4.04], [-3.58, -0.37, 2.39], [-0.56, -2.23, -1.85], [-2.43, 3.01, 1.62], [-3.54, -2.50, 1.50], [1.37, 2.43, 3.02], [-4.07, 1.75, -3.34], [4.26, -0.84, 0.75], [4.16, -2.59, -0.72], [-3.82, 0.69, -3.24], [3.14, 4.88, -0.37], [-1.22, 2.13, -0.05], [-0.80, -4.40, -2.97], [-3.08, 0.34, -3.96], [-3.34, 0.32, -1.86], [0.10, -0.02, -0.60], [3.46, 2.52, 0.43], [-3.06, 3.55, -0.56], [2.75, -3.46, 2.20], [1.66, 4.81, 0.63], [-0.38, -3.05, -3.00]]
}

---

{
  "formula": "C24H43Cl2LuN4O4SSi",
  "method": "ωB97M-V with the def2-TZVPD basis set",
  "orbital_gap_ev": [4.7, 4.7],
  "homo_energy_ev": [-5.0, -5.0],
  "de_lowest_ev": 4.652,
  "e_lumo_ev": [-0.353, -0.350],
  "elements": ["O", "H", "H", "H", "C", "H", "C", "H", "H", "Lu", "H", "C", "H", "H", "C", "N", "C", "H", "C", "H", "H", "C", "O", "C", "H", "C", "H", "C", "H", "H", "H", "H", "N", "N", "H", "C", "H", "H", "H", "C", "H", "H", "H", "H", "H", "H", "C", "N", "H", "C", "O", "H", "Cl", "O", "C", "H", "H", "C", "C", "H", "H", "H", "H", "C", "C", "C", "Cl", "S", "H", "H", "C", "H", "C", "H", "H", "C", "H", "H", "Si", "C"],
  "positions_angstrom": [[1.72, 1.86, -1.66], [3.92, -4.35, 0.33], [-2.04, 0.28, -5.67], [-4.49, 3.51, -0.71], [-2.57, -1.88, -0.63], [-0.44, 0.83, -6.29], [-3.12, 1.88, -1.17], [0.00, -1.19, 6.41], [0.76, 3.34, -2.75], [-0.37, -1.34, 1.59], [-1.90, 3.91, 2.81], [-0.96, 0.33, -5.44], [-3.48, 0.09, 2.68], [-1.70, 1.51, -3.78], [1.49, 1.13, 3.37], [0.82, 0.35, 2.74], [2.71, -1.54, 5.84], [-3.48, -1.30, -0.37], [3.71, -2.43, -1.88], [2.53, 1.07, -3.57], [2.47, -1.72, 6.89], [-0.79, 2.56, -1.62], [0.58, -2.60, 3.11], [3.73, -3.41, 0.88], [-4.41, 1.09, 1.54], [0.41, 1.39, -3.61], [6.14, -0.59, 0.55], [-3.38, -1.56, -2.90], [3.46, -2.26, 5.51], [-4.31, -1.38, -2.35], [-3.52, -2.38, -3.61], [6.56, -1.93, -0.54], [-2.69, 2.01, 2.37], [1.50, -1.68, 5.02], [-0.75, 2.14, 1.59], [1.69, 0.88, -4.23], [4.55, -3.13, -2.15], [-0.45, -0.93, 4.67], [-0.42, -1.64, -2.84], [-3.84, 1.11, 2.48], [1.69, -0.21, -4.44], [-0.56, -0.70, -5.38], [-0.59, -3.15, -1.91], [2.66, -3.43, 1.16], [-1.55, 0.54, -1.64], [-1.40, -2.96, -3.49], [1.47, -2.54, 4.02], [-2.32, -1.93, -1.96], [-3.12, -0.64, -3.45], [-2.44, 4.18, -0.86], [-1.85, -2.37, 0.27], [4.29, -3.47, 1.83], [-0.08, -0.38, -0.56], [-1.63, 0.25, 1.60], [-3.45, 3.21, -0.91], [-3.88, 1.11, -1.15], [0.69, 0.18, 5.49], [-1.12, -2.45, -2.57], [-2.87, 3.43, 2.65], [2.76, -2.98, -1.92], [-4.48, 1.45, 3.30], [-0.28, 4.54, -1.05], [-3.38, 3.94, 1.82], [-0.76, 1.10, -4.16], [0.63, 2.28, -2.32], [0.35, -0.86, 5.42], [3.08, -0.49, 0.94], [2.37, 2.12, 4.25], [1.83, 1.42, -5.19], [3.11, -0.53, 5.75], [-1.62, 1.52, 1.81], [-2.68, 5.21, -0.58], [5.83, -1.15, -0.33], [5.79, -0.47, -1.18], [3.70, -1.59, -2.59], [-1.10, 3.83, -1.15], [-3.47, 3.53, 3.57], [2.32, -3.25, 3.96], [4.19, -1.91, -0.16], [-1.78, 1.58, -1.48]]
}

---

{
  "formula": "C42H41N3O11Rh",
  "method": "ωB97M-V with the def2-TZVPD basis set",
  "orbital_gap_ev": [6.7, 7.9],
  "homo_energy_ev": [-4.3, -5.7],
  "total_charge": -1,
  "multiplicity": 5,
  "e_lumo_ev": [2.387, 2.285],
  "elements": ["O", "C", "H", "C", "C", "C", "C", "H", "O", "H", "N", "C", "H", "Rh", "C", "H", "H", "C", "C", "H", "C", "H", "C", "H", "N", "C", "H", "C", "H", "C", "C", "C", "C", "C", "C", "H", "H", "C", "O", "C", "C", "C", "C", "H", "H", "H", "H", "H", "H", "H", "H", "C", "H", "H", "C", "C", "C", "H", "C", "H", "O", "C", "O", "C", "N", "C", "O", "H", "C", "C", "C", "O", "C", "C", "C", "C", "C", "H", "H", "H", "H", "H", "H", "H", "H", "C", "O", "O", "O", "H", "H", "H", "C", "H", "O", "H", "H", "H"],
  "positions_angstrom": [[-3.87, 2.82, 3.76], [-4.28, -0.18, -3.25], [-2.82, -5.97, -3.03], [1.21, 4.61, -2.44], [-3.16, -0.25, -2.24], [2.85, -2.67, 2.43], [1.28, -1.78, -1.45], [1.07, -5.09, -2.19], [-0.87, 1.99, 1.03], [-1.61, 2.35, -1.14], [-2.76, -1.83, 1.55], [-3.01, -2.24, 2.79], [2.29, -1.83, -4.69], [-1.94, 0.22, 0.87], [-3.40, 2.03, 3.01], [-0.82, -4.03, -3.36], [1.44, 1.01, 1.67], [-2.04, -5.08, -0.17], [3.72, 1.38, 0.09], [-1.78, 0.39, -3.60], [4.53, 2.16, -0.94], [2.01, 5.27, -2.78], [-0.82, 2.97, -1.52], [-0.94, 6.57, 2.69], [-2.38, -4.69, -1.43], [-1.99, -5.40, -2.63], [5.15, 1.58, 1.69], [-2.40, -4.10, 0.90], [3.93, 0.30, 1.93], [1.94, -2.21, -3.74], [1.25, -4.03, -2.35], [0.81, -1.87, 3.38], [-0.26, 5.72, 2.74], [-2.44, -2.75, 0.63], [0.13, 4.33, -3.26], [-2.57, -5.58, 2.44], [0.65, 6.34, 4.59], [2.00, -2.56, 3.52], [3.02, 0.32, -0.56], [1.46, 4.49, 3.85], [1.29, -1.45, 1.04], [0.55, 3.66, 1.77], [4.57, 0.79, 1.20], [-1.00, 4.86, 0.93], [-4.15, 0.64, -3.95], [-3.23, -1.45, 3.50], [2.15, 4.37, 4.68], [0.67, -3.52, -0.35], [-2.18, -2.35, -0.34], [2.28, -2.99, 4.48], [-1.16, -0.05, -1.98], [0.62, 5.59, 3.80], [-1.19, -6.08, -2.35], [5.32, 1.53, -1.35], [2.50, -2.12, 1.20], [-0.89, 3.52, -2.79], [1.61, 0.55, -0.44], [3.80, -3.19, 2.53], [0.47, -1.33, 2.15], [-0.44, -0.75, 2.06], [-1.63, -4.49, -3.64], [1.50, 1.54, 0.72], [-3.61, 1.83, 0.37], [-0.29, 4.77, 1.74], [-1.94, 0.08, -2.66], [1.03, -3.14, -1.30], [-2.89, 0.92, 2.93], [-5.22, -0.07, -2.73], [0.27, 3.23, -0.69], [0.34, 2.57, 0.70], [1.42, 3.53, 2.85], [-0.46, -0.61, -0.48], [-3.56, 2.81, 1.09], [1.70, -3.56, -3.58], [1.28, 4.07, -1.16], [1.74, -1.32, -2.68], [0.90, -0.82, -0.31], [-2.92, -3.85, -1.55], [5.27, 0.05, 0.79], [2.11, 4.31, -0.52], [1.23, 1.02, -1.36], [1.87, -4.25, -4.40], [4.97, 3.04, -0.47], [0.08, 4.76, -4.26], [3.18, -2.22, 0.36], [-2.97, -3.57, 3.16], [-3.39, -0.62, -1.09], [-1.49, -6.14, 0.07], [2.75, 2.24, 0.62], [-1.75, 3.31, -3.42], [1.95, -0.27, -2.83], [-3.17, -3.86, 4.18], [-2.64, -4.52, 2.20], [-4.30, -1.11, -3.83], [-3.63, 3.98, 1.17], [2.09, 2.68, 2.91], [0.14, -1.74, 4.22], [3.87, 2.48, -1.74]]
}

---

Number 1 is which compound?
C3H9BrCl5HfN3O26